No. 1
The following is a quantum chemistry calculation of a cluster of 2 separate species, C2H7N2O2 in total in a non-equilibrium geometry, from OMol25.

Last columns: bonded neighbours and bond lengths (Å).
Geometry (Å):
1 N 1.0922 0.6993 -0.3671  C2 1.458, H4 1.016, H5 1.021
2 C 1.5286 -0.6916 -0.3957  N1 1.458, N3 1.463, H6 1.093, H7 1.088
3 N 1.1221 -1.4842 0.7648  C2 1.463, H8 1.022, H9 1.022
4 H 1.2787 1.1712 0.5135  N1 1.016
5 H 0.0888 0.7144 -0.5565  N1 1.021
6 H 2.6206 -0.7275 -0.4338  C2 1.093
7 H 1.1047 -1.1054 -1.3084  C2 1.088
8 H 0.1486 -1.2773 0.9954  N3 1.022
9 H 1.5727 -1.0603 1.5782  N3 1.022
10 O -3.0842 2.0372 -0.6138  C11 1.220
11 C -2.6427 0.9768 -0.2018  O10 1.220, O12 1.261, H13 1.129
12 O -1.6139 0.7107 0.4767  C11 1.261
13 H -3.2164 0.0369 -0.4513  C11 1.129

Summary:
- LUMO: 4.2 eV
- Energy relative to the best compared isomer or geometry (same formula, charge and spin): 12.8 kcal/mol
- Max |F|: 1.7 eV/A
- Net charge: -1
- Highest occupied orbital energy: -0.1551 hartree

The net atomic charges from natural (NBO), expressed in e, are: -0.878 -0.051 -0.862 0.344 0.409 0.147 0.169 0.377 0.327 -0.752 0.636 -0.839 -0.026



No. 2
The following is a quantum chemistry calculation of a cluster of 4 separate species, C5H15NO3 in total in a non-equilibrium geometry, from OMol25.

Last columns: bonded neighbours and bond lengths (Å).
Geometry (Å):
1 C -1.7803 0.1975 -1.1883  C2 1.301, H7 1.048, H8 1.124
2 C -1.5163 -0.6854 -0.2694  C1 1.301, C3 1.590, H9 1.168
3 C -0.1365 -1.3436 0.1687  C2 1.590, C4 1.336, N5 1.396
4 C -0.1931 -2.6695 0.0186  C3 1.336, H10 1.120, H11 1.090
5 N 0.8325 -0.4009 0.5176  C3 1.396, C6 1.515, H12 1.053
6 C 2.0724 -1.0665 1.0780  N5 1.515, H13 1.222, H14 1.017, H15 1.155
7 H -1.0340 0.6572 -1.7632  C1 1.048
8 H -2.6947 0.6785 -1.6298  C1 1.124
9 H -2.2251 -0.9611 0.6168  C2 1.168
10 H 0.6656 -3.2674 0.4166  C4 1.120
11 H -0.9545 -3.3584 -0.3458  C4 1.090
12 H 1.0572 0.3053 -0.2305  N5 1.053
13 H 2.1790 -0.6730 2.2295  C6 1.222
14 H 2.0419 -2.0824 1.0430  C6 1.017
15 H 2.9219 -0.6265 0.4315  C6 1.155
16 O -1.1286 2.3656 2.1488  H17 0.958, H18 0.822
17 H -1.9314 2.7489 1.7924  O16 0.958
18 H -0.8562 1.8195 1.5986  O16 0.822
19 O 1.8142 3.0106 0.9872  H20 0.978, H21 1.013
20 H 1.4403 2.8321 1.8736  O19 0.978
21 H 1.1778 3.6993 0.6029  O19 1.013
22 O -0.4538 -0.8453 -3.5125  H23 0.955, H24 0.940
23 H -0.4549 -1.4715 -2.7920  O22 0.955
24 H 0.3070 -0.3363 -3.2989  O22 0.940

Summary:
- LUMO: 0.5 eV
- Energy relative to the best compared isomer or geometry (same formula, charge and spin): 116.1 kcal/mol
- Max |F|: 12.2 eV/A
- Highest occupied orbital energy: -0.3190 hartree

The net atomic charges from natural (NBO), expressed in e, are: -0.400 -0.226 0.161 -0.529 -0.638 -0.402 0.183 0.220 0.214 0.185 0.231 0.399 0.199 0.193 0.203 -0.917 0.468 0.449 -0.955 0.483 0.473 -0.923 0.472 0.456



No. 3
The following is a quantum chemistry calculation of the ion C2H3O2 with charge +1 in a non-equilibrium geometry, from OMol25.

Last columns: bonded neighbours and bond lengths (Å).
Geometry (Å):
1 C -0.3477 0.4963 0.0948  C2 1.466, O4 1.417, H5 1.107, H6 1.194
2 C 0.0448 -0.9153 0.0574  C1 1.466, O3 1.339, H7 1.020
3 O 1.3242 -0.5218 0.0701  C2 1.339, O4 1.336
4 O 1.0391 0.7833 0.0507  C1 1.417, O3 1.336
5 H -0.8443 0.6863 -0.8767  C1 1.107
6 H -0.8638 1.2821 0.8313  C1 1.194
7 H -0.3522 -1.8110 -0.2275  C2 1.020

Summary:
- LUMO: -7.6 eV
- Energy relative to the best compared isomer or geometry (same formula, charge and spin): 98.0 kcal/mol
- Max |F|: 5.5 eV/A
- Net charge: +1
- Highest occupied orbital energy: -0.6659 hartree

The net atomic charges from natural (NBO), expressed in e, are: -0.243 0.426 -0.006 -0.096 0.309 0.355 0.256



Looking at orbital gap for the records above, in order, we have 0.3097; 0.3366; 0.3874 hartree.